Record 1
ORCA calculation (ωB97M-V with the def2-TZVPD basis set) on a molecular structure, C13H21F2MnO7.

- orbital gap (spin up / spin down) (eV) = 4.4 / 4.4
- E_HOMO (spin up / spin down) (eV) = -2.20 / -2.22

The geometry in ORCA input format:
```
! RIJCOSX wB97M-V def2-TZVPD def2/J DEFGRID3
* xyz -1 6
C 1.18 1.93 3.16
O -0.26 -3.78 -0.59
H 1.18 -5.26 -0.35
C 0.55 0.60 3.57
H 1.92 3.79 -4.66
H 1.32 -0.15 3.38
H 0.41 4.61 -3.23
H 0.85 1.79 -4.58
F -2.34 -0.80 -3.18
O 0.64 3.08 -1.84
C -4.06 -1.35 0.75
C 1.01 1.98 1.65
O -0.38 0.39 2.57
H 1.94 1.48 1.37
H 3.04 3.32 -3.45
H 0.59 2.71 3.63
H -5.05 -1.12 1.15
H 0.59 -4.83 2.42
O -0.82 0.81 0.45
F -2.70 1.94 -1.48
H 0.91 2.91 1.10
Mn -1.73 0.11 -1.23
H -4.09 -2.41 0.47
H 0.18 0.54 4.59
C 1.16 4.10 -2.63
C 1.98 3.30 -3.69
H -3.28 -1.39 1.51
H 0.50 -2.30 2.18
O -0.87 -1.66 -0.34
C 1.57 1.91 -3.77
H 2.22 2.12 3.43
O -3.62 -0.47 -0.22
C -0.53 -2.75 0.14
H -1.10 -3.06 2.07
H 1.73 -4.11 1.29
H 1.91 4.71 -2.13
C -0.12 -3.00 1.60
C 0.75 1.82 -2.45
O 0.11 0.87 -2.08
C -0.14 1.03 1.44
H 2.44 1.25 -3.85
H -0.55 -5.54 0.20
C 0.29 -4.85 0.13
C 0.67 -4.23 1.51
*
```

=====

Record 2
ORCA calculation (ωB97M-V with the def2-TZVPD basis set) on 2 unconnected molecules or ions with the total composition C4H12.

- orbital gap (eV) = 12.7
- E_HOMO (eV) = -11.54
- relative energy (zero: lowest compared OMol25 entry of this formula, charge and spin) (eV) = 0.4240
- structure (SMILES) = CC.CC

The geometry in ORCA input format:
```
! RIJCOSX wB97M-V def2-TZVPD def2/J DEFGRID3
* xyz 0 1
H 1.78 2.80 1.98
C 1.35 2.14 1.22
H 0.90 2.83 0.49
C -1.11 -2.25 -1.17
H -1.22 -0.60 -2.54
C -0.67 -0.86 -1.65
H -1.90 -2.67 -1.82
H -0.45 1.34 2.15
C 0.44 1.03 1.60
H 2.24 1.79 0.68
H 0.38 -0.91 -1.95
H -0.35 -3.01 -1.04
H -1.73 -2.19 -0.26
H 0.14 0.36 0.80
H -0.76 -0.18 -0.82
H 0.96 0.38 2.32
*
```

=====

Record 3
ORCA calculation (ωB97M-V with the def2-TZVPD basis set) on a molecular structure, C23H48CrNOP3S.

- orbital gap (spin up / spin down) (eV) = 4.9 / 4.3
- E_HOMO (spin up / spin down) (eV) = -16.46 / -16.45
- relative energy (zero: lowest compared OMol25 entry of this formula, charge and spin) (eV) = 4.8369

The geometry in ORCA input format:
```
! RIJCOSX wB97M-V def2-TZVPD def2/J DEFGRID3
* xyz 3 4
C -0.94 3.50 -0.61
P 1.86 1.54 -1.66
H 2.86 2.78 -3.47
C -3.31 -1.45 -0.62
C -2.56 2.10 -2.48
H -3.30 2.84 0.26
H 1.46 2.81 4.70
H -1.94 2.23 -3.37
H 3.68 0.13 -1.06
H 3.29 -0.08 -2.80
H 2.15 -0.98 4.42
C 0.32 -0.55 -6.82
C 2.59 -0.35 3.64
H 1.93 -2.74 -4.77
H 0.95 2.33 6.31
C -1.52 -3.31 0.49
H -0.55 3.52 0.41
H -2.47 -3.56 0.97
H 0.26 0.06 5.27
C 0.27 1.01 4.74
H 0.67 -0.38 -8.96
H -0.91 -0.75 2.22
H 2.89 -3.46 -6.93
C 1.44 0.03 2.73
H -0.71 -3.44 1.22
H -3.24 1.25 -2.63
Cr -0.31 0.34 -2.48
C 1.91 2.89 -2.93
H -2.41 1.71 1.31
H -3.13 3.01 -2.26
H 0.75 -1.66 -0.81
H 3.25 -0.97 3.02
C 2.16 -2.64 -6.90
H -0.37 0.28 -6.75
H 4.36 0.54 4.42
H -3.64 1.10 0.14
S 0.85 -0.08 -4.28
C 0.29 -3.27 -2.28
H -1.35 -3.97 -0.35
H 1.07 2.79 -3.63
H -0.23 1.14 2.70
C 0.90 -0.91 -8.02
H 3.35 1.95 6.09
C 1.32 1.94 5.35
C 3.32 0.83 4.23
O 1.41 -0.25 1.52
C 2.25 2.43 -0.14
C 1.07 -2.31 -1.71
C 1.85 -1.95 -8.07
H -0.71 1.47 4.88
H 1.72 3.37 -0.05
H 1.87 3.86 -2.43
H 2.03 1.79 0.73
H -2.55 -0.18 1.83
H -3.32 -1.65 -1.69
C -2.84 1.84 0.31
H 0.72 -3.78 -3.17
H 2.31 -2.20 -9.02
H 2.12 -2.10 -1.97
H 4.17 1.38 -2.23
H -1.83 4.15 -0.67
H -3.92 -2.19 -0.10
H -0.19 3.87 -1.32
H -1.39 -0.42 -3.33
C 0.82 -1.10 -5.60
H -2.28 -1.87 2.30
C 1.61 -2.27 -5.69
C 3.40 0.64 -1.99
P -1.54 1.80 -0.98
H 3.34 1.68 3.54
H -0.78 -3.48 -2.09
P -1.60 -1.54 0.00
C -1.86 -1.02 1.75
H -3.75 -0.47 -0.47
C 2.68 1.26 5.54
H 2.53 0.38 6.18
H 3.33 2.64 -0.11
N 0.48 0.80 3.33
*
```

=====

Record 4
ORCA calculation (ωB97M-V with the def2-TZVPD basis set) on a molecular structure, C34H60MgN2O2Si.

- orbital gap (eV) = 7.5
- E_HOMO (eV) = -7.05
- relative energy (zero: lowest compared OMol25 entry of this formula, charge and spin) (eV) = 1.3745

The geometry in ORCA input format:
```
! RIJCOSX wB97M-V def2-TZVPD def2/J DEFGRID3
* xyz 0 1
H -2.23 0.33 -0.60
H -0.80 -1.62 3.74
H -0.06 -1.00 -7.24
H -1.81 2.16 4.77
H 4.06 -1.86 4.71
C -1.36 -1.24 -5.55
H 5.82 -2.15 2.96
H 2.20 -4.21 -0.23
H -3.98 0.50 -0.88
C 3.91 0.16 1.35
C 1.75 2.59 -3.97
H -0.11 -3.94 0.38
C -1.82 1.06 4.61
Mg 0.40 -0.67 1.38
H -1.57 3.50 -3.84
C 2.87 0.26 2.32
C 2.73 2.94 3.15
Si 0.35 2.47 -2.72
N -1.15 1.22 1.77
H -2.12 0.61 5.56
C 2.92 -3.38 -0.22
H 0.41 -2.69 2.94
H 0.98 -0.80 4.32
H 1.28 4.41 -1.45
H 4.88 1.31 -0.18
C 4.95 -0.72 1.60
H 1.34 0.06 -2.96
H 2.67 2.17 -3.52
H 2.24 -0.64 5.56
H -0.78 0.76 4.41
C -3.14 0.83 -0.25
H 1.83 -2.40 -1.84
H -3.65 -1.04 -4.36
H 3.52 0.35 -0.76
C -1.47 2.79 -3.01
H -4.63 -2.63 -2.82
C 0.05 -3.80 -1.77
H -4.27 0.09 4.97
H 0.02 3.63 -0.48
H 0.60 1.16 -1.70
H -3.21 -3.70 -2.87
C -4.98 -0.13 2.92
H -1.20 -2.42 2.21
H -0.46 0.05 -2.66
H 0.97 -4.37 -1.95
H 1.62 2.93 -0.54
C -3.83 -3.01 -3.46
C -0.72 -1.76 -6.82
H -3.01 1.91 -0.43
H -1.52 -1.98 -7.53
H 3.22 1.83 0.17
C 3.87 0.96 0.09
C -1.98 3.54 2.13
O -2.17 -2.33 -5.04
H -5.43 -0.15 0.80
H 1.98 3.61 -4.31
H -2.45 3.52 3.12
C 0.86 3.43 -1.16
H 0.48 4.05 2.62
H -1.57 4.56 2.00
H -0.58 -0.92 -4.82
C 4.99 -1.45 2.79
H -2.02 1.88 -3.28
C 0.41 3.01 2.36
H -2.40 -1.41 -3.11
C -0.12 -3.20 -0.41
C -2.44 0.78 2.16
C -3.43 0.53 1.18
H 3.24 -3.14 0.80
H 5.74 -0.84 0.84
C -0.41 -1.97 2.81
C 1.58 2.24 2.48
H -4.28 -3.56 -4.30
C 4.02 -1.29 3.77
H 3.76 -3.70 -0.82
C 0.46 0.61 -2.63
H -0.76 -4.52 -1.93
C 1.89 -0.24 4.59
N 1.69 1.00 2.01
H -0.15 -2.67 -6.62
H 2.47 3.99 3.32
H -1.97 3.22 -2.14
O 0.84 -2.14 0.03
H -0.09 -3.06 -2.57
C 2.96 -0.42 3.56
H 3.64 2.92 2.53
H -2.01 -0.36 -5.78
H 1.61 0.81 4.76
C -2.99 -1.85 -3.97
C -4.68 0.06 1.57
H -2.75 3.38 1.37
C -0.87 2.51 2.03
H 2.66 -1.23 -0.79
H 2.96 2.51 4.14
C -4.04 0.19 3.90
C 2.14 -2.21 -0.79
H -1.10 -2.69 -0.36
H -5.97 -0.50 3.22
H 1.49 1.97 -4.84
C -2.78 0.66 3.54
*
```

=====

Record 5
ORCA calculation (ωB97M-V with the def2-TZVPD basis set) on 2 unconnected molecules or ions with the total composition C4H5Cl2O3P.

- orbital gap (spin up / spin down) (eV) = 5.7 / 5.8
- E_HOMO (spin up / spin down) (eV) = 0.19 / 0.08
- relative energy (zero: lowest compared OMol25 entry of this formula, charge and spin) (eV) = 4.2190

The geometry in ORCA input format:
```
! RIJCOSX wB97M-V def2-TZVPD def2/J DEFGRID3
* xyz -2 1
C -1.67 0.31 -1.71
C -1.02 1.51 -1.08
P 0.92 -1.74 2.14
H 0.44 0.33 -2.45
O -0.51 -1.60 2.61
H -1.18 1.67 -0.05
Cl 1.02 1.13 1.87
H -2.04 0.32 -2.76
C 1.29 -0.23 0.95
O 2.03 -1.27 3.09
Cl 2.93 -0.19 0.37
H -2.31 -0.18 -1.10
C -0.17 0.32 -1.53
H -1.01 2.55 -1.68
O 1.29 -2.93 1.34
*
```

=====

Record 6
ORCA calculation (ωB97M-V with the def2-TZVPD basis set) on a molecular structure, C36H31CaNP2S.

- orbital gap (eV) = 7.4
- E_HOMO (eV) = -7.10
- relative energy (zero: lowest compared OMol25 entry of this formula, charge and spin) (eV) = 0.0121

The geometry in ORCA input format:
```
! RIJCOSX wB97M-V def2-TZVPD def2/J DEFGRID3
* xyz 0 1
P 0.51 -3.89 -0.98
C -0.35 3.20 -4.23
C -0.51 -2.38 2.75
H 2.81 0.93 -3.24
H 2.10 1.78 0.49
H -2.05 3.24 -5.54
H -0.58 3.59 4.00
C -2.03 -1.39 1.19
H -2.87 -0.74 0.97
H 2.81 -3.86 -1.67
H 2.04 2.56 -1.06
C -0.43 2.77 2.03
H 3.11 -1.78 -3.48
H -1.81 -1.95 -0.85
H 0.95 -3.71 1.93
C -0.17 -3.17 -2.51
H -0.03 1.84 2.43
C -0.14 -0.95 6.32
H -0.15 -2.50 3.76
C 1.97 -0.79 4.44
H 0.30 3.71 -4.93
C -2.49 2.26 -3.67
C -0.24 -1.80 -2.79
C 0.76 -2.00 6.16
H -1.56 5.73 3.21
C -0.67 2.14 -2.09
H 1.21 1.18 4.05
H -2.62 1.32 -1.76
C -1.29 4.96 2.50
H -2.05 -0.98 3.30
C 1.70 1.67 -0.53
C -1.15 4.16 0.23
C 2.18 0.40 -1.21
C 2.79 -1.23 -2.61
C -1.49 5.15 1.14
C -0.31 -2.90 0.36
P -0.16 1.56 -0.44
C -1.99 1.86 -2.45
H -3.52 2.04 -3.93
C 2.26 -3.20 -1.00
C -1.07 -3.61 -4.72
C 2.42 -1.77 -1.40
H 0.10 -1.08 -2.05
S 3.21 -0.73 3.18
H 1.18 3.03 -2.76
H -0.54 -5.13 -3.30
C 0.03 0.19 5.54
N 2.05 -0.79 -0.53
H -1.91 6.08 0.79
H -0.77 -0.27 -4.19
C -0.75 3.76 2.95
C -1.67 2.93 -4.57
H -0.94 -1.01 7.04
C 0.15 2.81 -3.00
C -1.15 -2.25 -4.96
Ca 1.24 -0.57 1.49
C 1.79 -1.92 5.24
C -0.60 2.96 0.66
C -1.42 -2.08 0.15
C -0.73 -1.34 -4.00
C 0.11 -3.06 1.70
H 2.48 -2.75 5.12
H -1.30 4.34 -0.83
H -1.53 -1.89 -5.92
H -0.65 1.03 5.66
H 2.66 -3.39 0.01
C 1.07 0.27 4.62
C -1.58 -1.52 2.49
H 0.66 -2.89 6.77
C 2.62 0.18 -2.49
C -0.59 -4.06 -3.50
H -1.39 -4.32 -5.47
*
```

=====

Record 7
ORCA calculation (ωB97M-V with the def2-TZVPD basis set) on 2 unconnected molecules or ions with the total composition C4H13NO2.

- orbital gap (eV) = 9.7
- E_HOMO (eV) = -8.86
- relative energy (zero: lowest compared OMol25 entry of this formula, charge and spin) (eV) = 1.4317
- structure (SMILES) = CNC[C@H](C)O.O

The geometry in ORCA input format:
```
! RIJCOSX wB97M-V def2-TZVPD def2/J DEFGRID3
* xyz 0 1
H -0.38 -1.91 -2.19
H 2.53 0.96 0.62
H 0.79 0.12 3.04
H -1.49 0.84 -1.26
H -1.71 -1.02 -2.74
H -0.82 -0.46 3.13
H -0.19 -0.45 -3.28
H 0.69 1.49 -2.28
H 1.60 1.73 1.43
O 0.48 1.10 -1.42
C -0.61 0.20 -1.36
N -0.26 0.28 1.22
C 0.04 -0.44 2.47
H -1.54 -0.92 0.15
O 2.50 1.79 1.08
C -0.53 -0.54 0.00
C -0.66 -0.88 -2.40
H -1.07 0.85 1.38
H 0.26 -1.28 0.03
H 0.37 -1.48 2.38
*
```

=====

Record 8
ORCA calculation (ωB97M-V with the def2-TZVPD basis set) on a gas-phase ion, C7H11Cl2O4P (charge -2).

- orbital gap (spin up / spin down) (eV) = 4.8 / 5.1
- E_HOMO (spin up / spin down) (eV) = 0.32 / 0.03
- relative energy (zero: lowest compared OMol25 entry of this formula, charge and spin) (eV) = 0.3576

The geometry in ORCA input format:
```
! RIJCOSX wB97M-V def2-TZVPD def2/J DEFGRID3
* xyz -2 1
H -0.94 -2.95 -0.36
H 0.60 0.85 -2.04
O 0.22 2.21 -0.46
H -0.92 -2.36 -2.07
O 2.42 1.47 0.66
C 1.42 0.31 -2.41
H -2.76 0.37 0.96
H -2.26 1.91 1.22
C 0.06 0.19 1.26
C -0.33 -2.45 -1.13
Cl 1.08 -0.59 -3.96
H 2.04 -0.01 -0.51
C 1.53 -0.60 -1.23
H -1.29 -0.54 2.89
H 2.38 0.66 -2.75
H 0.40 -3.11 -1.40
C -1.05 0.31 2.34
H -0.53 0.99 3.11
C 0.20 -1.13 -0.73
C -2.24 0.92 1.73
Cl -3.48 1.20 3.10
P 0.95 1.82 0.81
O 0.56 2.70 1.95
H 2.29 -1.46 -1.36
O -0.36 -0.71 0.38
*
```

=====

Record 9
ORCA calculation (ωB97M-V with the def2-TZVPD basis set) on a single C26H28N6O8 molecule.

- orbital gap (eV) = 8.1
- E_HOMO (eV) = -8.98
- relative energy (zero: lowest compared OMol25 entry of this formula, charge and spin) (eV) = 0.0000
- structure (SMILES) = CCCCCC(=O)Nc1cccc(C2=NO[C@@]3(C2)C[C@@H](C(N)=O)N(C(=O)c2cc([N+](=O)[O-])cc([N+](=O)[O-])c2)C3)c1

The geometry in ORCA input format:
```
! RIJCOSX wB97M-V def2-TZVPD def2/J DEFGRID3
* xyz 0 1
C 0.86 1.51 -0.21
H -0.11 2.92 1.10
H 6.64 -3.20 3.08
C 5.36 -1.11 -1.35
C -7.87 0.33 0.04
C 3.19 0.86 -0.64
H 5.43 -3.50 1.83
H -3.49 -1.78 -1.83
H -2.42 2.48 1.77
N -7.14 -3.27 -0.42
H 6.72 -0.79 2.42
C 2.71 3.14 -0.04
C -8.03 -0.99 -0.33
O -4.16 0.06 2.78
H 2.00 3.92 0.24
C -4.43 0.32 1.62
O -9.92 0.87 -0.78
N 5.51 0.22 -1.08
C 4.54 1.16 -0.74
N -3.62 1.04 0.82
N 0.42 0.33 -0.40
H 6.50 -2.46 -2.51
N -8.91 1.30 -0.29
O -6.14 -3.95 -0.37
H 8.23 -2.53 1.35
O -8.68 2.46 -0.04
N -3.32 -0.94 -1.31
H -8.92 -1.32 -0.85
C -3.83 1.33 -0.59
H 4.40 4.45 0.08
C 7.52 -1.93 0.78
C -5.70 -0.13 0.96
H -6.63 1.82 0.93
H -2.42 -0.82 -0.86
C 6.37 -1.55 1.71
C 5.84 -2.75 2.50
C 6.67 -1.82 -1.64
H 5.54 -1.12 1.14
O -8.23 -3.65 -0.79
C -4.20 0.06 -1.39
H -5.10 -2.19 0.87
H -2.20 1.59 -2.03
C -2.32 1.49 1.29
C 7.10 -2.71 -0.47
H 2.84 -0.14 -0.84
C 4.97 2.47 -0.47
C 2.27 1.85 -0.30
C -1.48 1.59 0.02
C -6.72 0.77 0.67
H 8.05 -1.02 0.47
H 6.45 0.59 -1.09
C -5.87 -1.47 0.64
C -0.24 2.49 0.11
C -7.02 -1.88 -0.02
H 5.05 -2.44 3.18
H 7.46 -1.10 -1.88
O -5.24 0.00 -2.02
H 6.02 2.71 -0.54
C 4.05 3.44 -0.13
O 4.30 -1.69 -1.36
H -1.93 0.78 2.02
H 6.29 -3.38 -0.23
C -2.51 1.96 -1.05
H -0.27 3.30 -0.63
O -0.93 0.27 -0.27
H -2.61 3.04 -1.10
H -4.66 2.03 -0.72
H 7.95 -3.31 -0.81
*
```